No. 1
{"formula": "C9H25B2FO4S2", "method": "wB97M-V/def2-TZVPD", "symbols": ["S", "S", "F", "O", "O", "O", "O", "C", "C", "C", "C", "C", "C", "C", "C", "C", "B", "B", "H", "H", "H", "H", "H", "H", "H", "H", "H", "H", "H", "H", "H", "H", "H", "H", "H", "H", "H", "H", "H", "H", "H", "H", "H"], "positions_angstrom": [[-3.863, 3.324, 3.816], [2.075, -3.463, -4.313], [1.624, -2.273, -0.334], [1.551, -1.128, 3.353], [-0.061, 0.099, 2.058], [-2.564, 3.144, 3.108], [1.444, -2.211, -4.803], [2.138, -0.972, -0.477], [3.783, -3.437, -4.875], [0.245, -0.894, -2.229], [1.542, -4.778, -5.418], [-5.048, 2.240, 3.009], [-4.574, 4.864, 3.222], [-0.450, 0.995, 3.109], [1.292, -0.105, -1.433], [0.278, 2.344, 3.069], [1.194, -0.449, 2.188], [2.233, -0.210, 0.890], [0.571, 2.645, 4.069], [-0.324, 0.548, 4.094], [1.153, 2.344, 2.425], [-6.043, 2.428, 3.414], [0.476, -4.930, -5.264], [-5.582, 4.973, 3.621], [-4.757, 1.213, 3.218], [-1.501, 1.183, 2.976], [3.813, -3.237, -5.946], [0.473, -1.947, -2.311], [-0.387, 3.115, 2.713], [4.254, -4.394, -4.651], [2.082, -5.694, -5.178], [-5.031, 2.416, 1.934], [-0.736, -0.782, -1.788], [3.145, -1.073, -0.887], [3.066, 0.647, 0.978], [0.772, 0.651, -0.844], [-4.590, 4.862, 2.133], [1.727, -4.484, -6.451], [4.298, -2.643, -4.338], [0.226, -0.503, -3.236], [2.071, -0.534, 3.924], [-3.949, 5.679, 3.580], [1.934, 0.430, -2.121]], "orbital_gap_ha": 0.351, "e_lumo_ev": 0.66, "total_energy_ha": -1604.76359, "spin_multiplicity": 1, "e_homo_ev": -8.8961, "total_charge": 0}

***

No. 2
{"formula": "C4H5N4O3S", "method": "wB97M-V/def2-TZVPD", "symbols": ["S", "O", "O", "O", "N", "N", "N", "N", "C", "C", "C", "C", "H", "H", "H", "H", "H"], "positions_angstrom": [[1.578, 1.254, 0.515], [1.865, -2.747, -0.720], [3.031, 1.184, 0.751], [1.383, 1.486, -1.230], [1.108, -0.222, 0.758], [-0.890, -1.567, 0.545], [3.561, -1.281, 0.084], [-2.159, -1.420, 0.290], [-0.248, -0.296, 0.711], [-2.412, -0.124, 0.228], [2.615, -1.935, -0.296], [-1.232, 0.637, 0.447], [0.514, 1.771, -1.491], [-0.498, -2.539, 0.537], [-1.017, 1.583, 0.683], [-3.460, 0.078, 0.003], [3.685, -0.332, 0.306]], "orbital_gap_ha": 0.272, "e_lumo_ev": 3.50, "total_energy_ha": -998.37851, "spin_multiplicity": 1, "e_homo_ev": -3.8926, "de_lowest_ev": 0.2802, "total_charge": -1}

***

No. 3
{"formula": "C21H47Cl12N5O5", "method": "wB97M-V/def2-TZVPD", "symbols": ["Cl", "Cl", "Cl", "Cl", "Cl", "Cl", "Cl", "Cl", "Cl", "Cl", "Cl", "Cl", "O", "O", "O", "O", "O", "N", "N", "N", "N", "N", "C", "C", "C", "C", "C", "C", "C", "C", "C", "C", "C", "C", "C", "C", "C", "C", "C", "C", "C", "C", "C", "H", "H", "H", "H", "H", "H", "H", "H", "H", "H", "H", "H", "H", "H", "H", "H", "H", "H", "H", "H", "H", "H", "H", "H", "H", "H", "H", "H", "H", "H", "H", "H", "H", "H", "H", "H", "H", "H", "H", "H", "H", "H", "H", "H", "H", "H", "H"], "positions_angstrom": [[8.841, -11.977, -8.649], [5.237, -18.664, -16.445], [7.734, -9.530, -15.621], [6.958, -22.186, -13.456], [3.831, -16.137, -15.810], [6.990, -14.233, -9.487], [4.886, -17.553, -12.408], [7.569, -19.276, -13.769], [16.112, -19.539, -11.712], [6.885, -10.570, -13.103], [14.168, -18.399, -13.534], [4.360, -14.704, -12.642], [9.659, -18.551, -10.021], [13.598, -13.610, -15.195], [10.773, -14.243, -18.941], [12.252, -22.027, -11.619], [9.227, -13.638, -13.298], [9.269, -16.897, -8.656], [11.802, -20.065, -10.601], [12.360, -13.520, -17.566], [10.437, -15.477, -13.190], [12.655, -12.714, -13.391], [8.367, -13.188, -9.936], [3.794, -16.234, -11.963], [7.520, -17.693, -10.176], [10.775, -16.905, -13.089], [5.390, -16.916, -16.274], [10.607, -16.937, -8.030], [11.468, -21.095, -11.377], [8.273, -10.500, -14.271], [6.396, -20.527, -13.427], [11.889, -11.663, -14.108], [8.083, -15.644, -13.772], [9.255, -14.851, -13.389], [8.901, -17.719, -9.621], [15.045, -19.896, -13.080], [13.422, -13.630, -14.019], [12.702, -12.413, -18.430], [11.409, -14.416, -17.878], [11.211, -15.616, -17.055], [9.972, -21.291, -11.756], [14.066, -14.681, -13.112], [13.045, -19.969, -9.859], [9.599, -20.386, -12.236], [7.188, -15.230, -13.309], [5.561, -20.550, -14.127], [9.256, -13.818, -9.968], [14.583, -14.224, -12.268], [2.796, -16.532, -12.285], [12.468, -12.802, -12.403], [10.336, -17.268, -12.160], [12.900, -19.759, -8.799], [8.231, -12.719, -10.911], [11.157, -14.803, -12.971], [11.799, -15.628, -16.137], [10.927, -15.896, -8.075], [12.444, -10.743, -14.290], [11.095, -11.379, -13.417], [5.981, -20.443, -12.422], [11.859, -16.943, -12.978], [12.160, -12.297, -19.369], [12.683, -13.427, -16.613], [8.595, -16.247, -8.277], [11.438, -16.454, -17.714], [7.209, -18.610, -10.676], [11.485, -12.023, -15.055], [13.341, -15.384, -12.702], [8.396, -11.543, -14.563], [14.326, -20.710, -12.992], [13.627, -20.876, -10.018], [9.876, -22.073, -12.508], [15.683, -20.085, -13.943], [7.556, -16.963, -10.984], [10.559, -17.125, -6.957], [10.406, -17.535, -13.898], [8.010, -15.549, -14.855], [10.175, -15.609, -16.715], [9.125, -10.081, -13.735], [5.598, -16.476, -17.249], [6.774, -17.287, -9.493], [6.148, -16.656, -15.536], [13.642, -19.208, -10.362], [14.862, -15.212, -13.633], [13.750, -12.460, -18.726], [12.641, -11.470, -17.887], [11.250, -17.656, -8.537], [11.154, -19.327, -10.364], [9.337, -21.593, -10.923], [8.160, -16.704, -13.529], [3.595, -16.169, -10.893]], "orbital_gap_ha": 0.319, "e_lumo_ev": -0.12, "smiles": "CNC(C)=O.CNC(C)=O.CNC(C)=O.CNC(C)=O.CNC(C)=O.ClCCl.ClCCl.ClCCl.ClCCl.ClCCl.ClCCl", "total_energy_ha": -7000.67451, "spin_multiplicity": 1, "e_homo_ev": -8.8024, "de_lowest_ev": 1.0804, "total_charge": 0}